No. 1
Density functional theory data (ωB97M-V with the def2-TZVPD basis set) for a cluster of 2 separate species, C5H13PS in total in a non-equilibrium geometry.

```
! wB97M-V def2-TZVPD RIJCOSX def2/J DEFGRID3
* xyz 0 3
C 0.73878 -2.06705 0.67831
C -0.35731 -0.09849 -1.33548
C -2.14681 0.52831 0.39942
C -0.26682 -1.04850 0.95491
C -0.86915 -0.19965 0.06943
P 2.98801 1.35394 -0.10160
S 1.32830 2.47879 0.49025
H 0.99583 -2.75840 1.57779
H 0.30172 -2.64802 -0.11397
H 1.60292 -1.71104 0.19382
H 0.70741 -0.52686 -1.47311
H -0.26424 0.91084 -1.84885
H -0.99265 -0.72241 -2.03693
H -2.09697 1.52608 -0.00378
H -2.87061 -0.05927 -0.16567
H -2.19244 0.40725 1.47027
H -0.61097 -1.01720 1.97167
H 3.87040 2.41662 -0.43910
H 3.46606 1.03256 1.13978
H 0.53292 1.58170 0.01210
*
```

Output
highest occupied orbital energy (spin up / spin down) = -4.85 / -9.23 eV
energy above the lowest of the compared OMol25 structures with the same formula, charge and spin = 166.11 kJ/mol
Kohn-Sham gap (spin up / spin down) = 5.7 / 7.8 eV
maximum force = 7.7 eV/A
E_tot = -937.64097 hartree

No. 2
Density functional theory data (ωB97M-V with the def2-TZVPD basis set) for a cluster of 2 separate species, C3H9FO in total in a non-equilibrium geometry.

```
! wB97M-V def2-TZVPD RIJCOSX def2/J DEFGRID3
* xyz 0 1
C 0.13335 -1.25663 0.50407
O -0.16227 -0.48262 -0.64143
C -0.46326 -1.31873 -1.74097
H 0.36008 -0.56117 1.32964
H 1.00966 -1.90621 0.34058
H -0.72174 -1.88731 0.80017
H 0.38754 -1.97097 -2.00042
H -1.34386 -1.95207 -1.54083
H -0.68552 -0.67002 -2.60491
C 0.28672 2.42439 1.07211
F 0.59918 1.73173 2.22565
H 0.06522 1.72167 0.25130
H 1.13212 3.06456 0.76867
H -0.59721 3.06337 1.23637
*
```

Output
highest occupied orbital energy = -10.03 eV
energy above the lowest of the compared OMol25 structures with the same formula, charge and spin = 81.77 kJ/mol
Kohn-Sham gap = 11.1 eV
maximum force = 1.1 eV/A
E_tot = -294.75860 hartree
SMILES = COC.CF